Record 1
A molecular structure, C9H71B3O29S at a distorted geometry. Source: OMol25; level of theory: ωB97M-V with the def2-TZVPD basis set.

Summary:
Total energy: -82735.22786 eV
Charge: 0
F_max: 0.0217 Eh/bohr
HOMO: -9.1 eV

CARTESIAN COORDINATES (ANGSTROEM)
C -2.285 3.493 2.377
O -3.059 4.639 2.064
C -4.457 4.439 2.150
C -5.095 4.045 0.803
C -4.155 3.319 -0.166
C -4.545 3.465 -1.656
C -3.366 3.776 -2.605
C -2.744 2.541 -3.293
C -1.396 2.088 -2.732
C -1.389 1.457 -1.326
B -2.277 0.209 -1.097
O -3.608 0.070 -1.475
B -4.468 -0.502 -0.555
O -3.965 -1.402 0.377
B -2.650 -1.103 0.700
S -2.092 -0.860 2.418
O -1.768 -0.917 -0.359
H -1.837 3.574 3.369
H -1.477 3.373 1.658
H -2.907 2.593 2.317
H -4.883 5.396 2.460
H -4.686 3.733 2.951
H -5.536 4.914 0.309
H -5.937 3.378 1.018
H -4.152 2.251 0.086
H -3.130 3.661 -0.035
H -5.268 4.283 -1.720
H -5.042 2.555 -1.999
H -2.604 4.382 -2.118
H -3.784 4.397 -3.403
H -2.549 2.812 -4.335
H -3.484 1.740 -3.326
H -0.889 1.417 -3.429
H -0.766 2.979 -2.674
H -1.655 2.194 -0.558
H -0.361 1.163 -1.096
H -5.609 -0.178 -0.556
H -3.230 -0.303 2.857
O -5.203 3.015 5.287
H -5.653 2.165 5.269
H -5.289 3.315 6.196
O 0.552 3.681 4.352
H 1.390 3.349 4.003
H 0.807 4.503 4.789
O 1.426 -1.031 -0.543
H 1.116 -1.891 -0.852
H 0.762 -0.765 0.106
O -0.108 6.257 5.711
H -0.519 5.723 6.399
H -0.491 7.132 5.833
O 3.470 3.759 4.346
H 3.932 3.447 5.129
H 4.167 4.134 3.792
O -0.796 5.459 -3.464
H -0.676 6.169 -2.825
H -1.317 5.852 -4.171
O -0.796 -2.080 -2.947
H -1.155 -2.927 -3.235
H -1.402 -1.788 -2.256
O -0.043 -3.731 -0.678
H -0.810 -3.158 -0.564
H -0.368 -4.618 -0.487
O 1.307 -5.110 -2.832
H 2.183 -4.809 -3.103
H 0.846 -4.306 -2.565
O 1.103 -7.571 -1.466
H 1.170 -6.722 -1.940
H 1.545 -7.425 -0.622
O 0.754 3.604 0.925
H 1.692 3.715 0.726
H 0.716 3.471 1.882
O 3.008 1.702 -0.273
H 2.819 0.757 -0.275
H 3.298 1.895 -1.169
O 3.180 -2.014 1.744
H 3.284 -1.310 2.392
H 2.655 -1.619 1.033
O 4.143 -5.380 -1.695
H 3.744 -6.255 -1.597
H 4.142 -5.026 -0.800
O 1.163 6.647 0.795
H 0.359 7.155 0.937
H 0.887 5.728 0.919
O 4.137 -8.028 -0.353
H 4.754 -8.712 -0.626
H 3.548 -8.465 0.274
O 0.370 8.039 7.877
H 0.984 7.513 7.351
H 0.884 8.363 8.622
O 1.980 -7.412 1.814
H 1.560 -7.903 2.526
H 1.659 -6.509 1.915
O 5.830 -0.412 2.001
H 5.598 -1.347 1.955
H 6.086 -0.186 1.103
O 1.157 -3.365 -5.348
H 0.876 -4.266 -5.559
H 0.499 -3.032 -4.734
O 5.854 5.321 3.696
H 6.634 4.953 3.269
H 6.144 6.158 4.070
O 5.956 -5.111 -4.140
H 5.637 -5.969 -4.431
H 5.315 -4.839 -3.471
O 0.385 -6.358 -5.420
H 1.071 -7.001 -5.615
H -0.120 -6.786 -4.721
O 2.977 -9.796 -2.767
H 3.857 -9.527 -3.044
H 2.544 -8.974 -2.490
O -0.100 -9.165 -4.640
H 0.617 -9.785 -4.807
H -0.592 -9.561 -3.914

Atomic partial charges in e from the Löwdin method, atoms 1 to 5: -0.095, -0.191, -0.222, -0.153, -0.192

Record 2
2 unconnected molecules or ions with the total composition C2H3O2S2 at a distorted geometry. Source: OMol25; level of theory: ωB97M-V with the def2-TZVPD basis set.

Summary:
Total energy: -27886.92474 eV
Charge: -1
F_max: 0.0678 Eh/bohr
Energy relative to the best compared isomer or geometry (same formula, charge and spin): 2.955 eV
HOMO: -3.8 eV

CARTESIAN COORDINATES (ANGSTROEM)
C -0.870 0.996 2.280
C -1.182 -0.141 2.000
O -0.425 -1.035 -0.533
O -0.191 0.934 -2.014
S 2.384 -0.677 -1.872
S 0.370 0.122 -0.859
H -0.246 1.813 2.051
H 1.767 -0.824 -3.044
H -1.606 -1.187 1.990

Atomic partial charges in e from the Löwdin method, atoms 1 to 5: -0.051, -0.052, -0.582, -0.618, 0.131

Record 3
2 unconnected molecules or ions with the total composition C3H9OS at a distorted geometry. Source: OMol25; level of theory: ωB97M-V with the def2-TZVPD basis set.

Summary:
Total energy: -16139.76026 eV
Charge: -1
F_max: 0.0547 Eh/bohr
Energy relative to the best compared isomer or geometry (same formula, charge and spin): 1.296 eV
HOMO: -2.1 eV

CARTESIAN COORDINATES (ANGSTROEM)
C 1.527 1.248 -0.651
C 0.565 1.560 0.529
C -0.472 0.516 0.855
S 0.495 -1.087 1.069
H 2.147 2.137 -0.824
H 0.917 1.266 -1.524
H 2.123 0.350 -0.528
H 1.139 2.068 1.338
H 0.067 2.434 0.072
H -1.123 0.306 0.006
H -1.001 0.620 1.794
H -2.546 -1.480 -1.169
H -2.576 -0.556 -2.287
O -2.287 -1.459 -2.105

Atomic partial charges in e from the Löwdin method, atoms 1 to 5: -0.190, -0.418, -0.702, 0.051, 0.051

Record 4
8 unconnected molecules or ions with the total composition C42H65Br14ClO7 at a distorted geometry. Source: OMol25; level of theory: ωB97M-V with the def2-TZVPD basis set.

Summary:
Total energy: -1052058.86805 eV
Charge: 0
F_max: 0.0253 Eh/bohr
HOMO: -8.7 eV
SMILES string: CCC(=O)OCCC1=CC(=O)c2c(OC[C@H](C)CC(C)C)c(Cl)cc(CCCCOC(C)=O)c2C1=O.BrCCBr.BrCCBr.BrCCBr.BrCCBr.BrCCBr.BrCCBr.BrCCBr

CARTESIAN COORDINATES (ANGSTROEM)
C 4.714 -7.148 -0.388
C 5.087 -6.171 0.733
C 4.320 -4.871 0.667
O 3.619 -4.526 1.583
O 4.499 -4.092 -0.440
C 3.491 -4.331 -1.435
C 2.265 -3.434 -1.220
C 2.268 -2.149 -2.001
C 3.161 -1.161 -1.956
C 2.944 0.026 -2.837
O 3.853 0.589 -3.400
C 1.497 0.412 -3.006
C 1.098 1.749 -3.121
O 2.022 2.731 -3.136
C 1.902 3.794 -2.167
C 3.136 3.901 -1.295
C 3.494 2.569 -0.620
C 2.949 5.111 -0.336
C 2.596 4.811 1.109
C 1.177 4.279 1.284
C 2.666 6.153 1.882
C -0.263 1.971 -3.246
Cl -0.909 3.571 -3.453
C -1.180 0.960 -3.244
C -0.806 -0.350 -3.155
C -1.788 -1.496 -3.193
C -3.278 -1.137 -3.253
C -3.846 -1.150 -1.822
C -5.314 -0.819 -1.810
O -5.772 -0.701 -0.461
C -7.002 -1.214 -0.215
C -7.867 -0.303 0.609
O -7.357 -2.306 -0.584
C 0.564 -0.617 -3.036
C 1.108 -2.003 -2.909
O 0.670 -2.962 -3.517
H 4.984 -6.698 -1.338
H 3.655 -7.379 -0.396
H 5.291 -8.060 -0.284
H 4.905 -6.594 1.710
H 6.140 -5.930 0.601
H 3.158 -5.362 -1.420
H 3.911 -4.091 -2.402
H 2.180 -3.174 -0.167
H 1.359 -3.973 -1.459
H 4.020 -1.227 -1.302
H 1.860 4.713 -2.748
H 0.987 3.751 -1.582
H 3.965 4.159 -1.948
H 2.599 1.954 -0.518
H 4.039 2.680 0.308
H 4.149 2.029 -1.293
H 3.810 5.766 -0.422
H 2.106 5.686 -0.729
H 3.296 4.147 1.611
H 1.094 3.201 1.186
H 0.866 4.507 2.304
H 0.467 4.798 0.644
H 3.599 6.633 1.604
H 1.823 6.754 1.556
H 2.651 5.962 2.949
H -2.223 1.209 -3.321
H -1.601 -2.182 -2.373
H -1.539 -2.054 -4.088
H -3.767 -1.936 -3.805
H -3.446 -0.199 -3.775
H -3.649 -2.148 -1.456
H -3.263 -0.442 -1.234
H -5.835 -1.597 -2.363
H -5.448 0.115 -2.355
H -8.225 0.499 -0.026
H -7.244 0.098 1.402
H -8.665 -0.903 1.023
Br -3.008 6.079 0.516
C -3.440 4.354 1.310
C -2.200 3.536 1.547
Br -1.522 2.781 -0.106
H -4.144 3.866 0.644
H -3.930 4.584 2.253
H -2.413 2.683 2.187
H -1.392 4.118 1.981
Br -0.313 9.426 2.933
C 1.014 10.285 1.799
C 0.552 10.366 0.368
Br 0.689 8.641 -0.516
H 1.934 9.721 1.910
H 1.146 11.283 2.212
H 1.191 11.036 -0.202
H -0.481 10.686 0.277
Br -4.727 1.086 4.018
C -4.520 0.097 5.681
C -5.675 -0.836 5.915
Br -7.265 0.120 6.505
H -4.411 0.832 6.471
H -3.592 -0.461 5.574
H -5.444 -1.532 6.718
H -5.954 -1.388 5.026
Br 5.549 0.235 1.961
C 7.214 -0.586 2.528
C 7.967 0.286 3.496
Br 8.846 1.771 2.597
H 7.782 -0.800 1.627
H 6.924 -1.521 3.004
H 8.768 -0.277 3.971
H 7.325 0.716 4.257
Br 1.342 0.618 1.382
C 1.381 -0.515 2.967
C 0.230 -1.485 3.043
Br -1.423 -0.609 3.618
H 1.408 0.151 3.823
H 2.326 -1.050 2.892
H 0.429 -2.231 3.809
H 0.016 -1.980 2.102
Br 0.350 -6.556 -1.967
C 0.219 -6.491 -3.909
C -1.211 -6.450 -4.369
Br -2.069 -8.192 -4.227
H 0.763 -7.350 -4.287
H 0.733 -5.576 -4.201
H -1.262 -6.188 -5.424
H -1.815 -5.760 -3.794
Br -4.087 -4.730 -1.240
C -5.209 -6.140 -0.509
C -6.384 -5.573 0.240
Br -5.845 -4.900 1.981
H -4.571 -6.761 0.112
H -5.543 -6.714 -1.371
H -7.114 -6.353 0.445
H -6.865 -4.751 -0.283

Atomic partial charges in e from the Löwdin method, atoms 1 to 5: -0.083, -0.137, -0.486, 0.129, -0.017

In the order shown, the computed LUMO values come out to -0.29, 3.82, 3.78, -0.65 eV.
In the order shown, the computed HOMO-LUMO gap values come out to 8.84, 7.61, 5.92, 8.09 eV.